Entry 1:
DFT (the ωB97M-V functional and the def2-TZVPD basis) results for 2 unconnected molecules or ions with the total composition C8H7P in a non-equilibrium geometry.

```
16
Properties=species:S:1:pos:R:3:lowdin_charge:R:1
C 2.602 1.874 1.863 0.04
C 1.705 -1.851 -0.708 -0.13
C -2.050 1.776 -0.176 -0.33
C 2.390 1.547 0.735 -0.44
C 1.833 -0.642 -0.586 -0.38
C -0.995 1.548 -0.709 0.06
C 1.289 -3.253 -0.655 -0.11
C -3.475 1.808 0.019 -0.19
P 2.175 1.020 -0.956 0.92
H 2.585 1.941 2.909 0.02
H 0.413 -3.501 -1.134 0.04
H 2.153 -3.804 -1.124 0.09
H 1.184 -3.726 0.428 0.13
H -3.930 2.896 -0.096 0.11
H -4.026 1.141 -0.741 0.09
H -3.853 1.226 0.931 0.08
```

Its largest force on an atom is 0.08822 Eh/bohr. The calculated total energy is -650.01983 Eh. The net charge is 0. For the LUMO energy (alpha / beta), the calculation gives -1.8 / -2.2 eV. The HOMO-LUMO gap (alpha / beta) is 7.739 / 5.976 eV.

=====

Entry 2:
DFT (the ωB97M-V functional and the def2-TZVPD basis) results for 9 unconnected molecules or ions with the total composition C36H95N5O13 in a non-equilibrium geometry.

```
149
Properties=species:S:1:pos:R:3:lowdin_charge:R:1
C -1.032 0.501 5.716 -0.08
C -0.992 1.751 4.826 -0.32
O -1.263 2.897 5.615 -0.09
H -2.006 0.169 6.076 0.06
H -0.324 0.589 6.539 0.08
H -0.745 -0.399 5.172 0.05
H -1.633 1.668 3.947 0.08
H 0.023 1.876 4.450 0.10
H -1.181 3.674 5.056 0.01
C 4.333 -4.079 0.785 -0.08
C 4.546 -2.676 1.123 -0.35
O 5.928 -2.363 0.888 -0.08
H 4.619 -4.133 -0.266 0.06
H 3.301 -4.410 0.896 0.09
H 5.073 -4.715 1.272 0.09
H 4.317 -2.429 2.160 0.11
H 3.948 -1.888 0.666 0.09
H 6.323 -2.699 1.695 0.08
C 4.584 0.744 3.822 -0.07
C 5.470 0.754 2.554 -0.28
O 4.553 0.844 1.447 -0.09
H 4.120 1.727 3.897 0.08
H 5.190 0.528 4.702 0.08
H 3.775 0.016 3.762 0.06
H 6.165 -0.085 2.520 0.10
H 6.166 1.591 2.613 0.11
H 5.139 0.757 0.692 0.09
C -0.217 -0.943 1.978 -0.07
C 1.279 -0.992 1.979 -0.31
O 1.735 0.342 2.107 -0.09
H -0.643 -0.146 1.369 0.06
H -0.591 -0.803 2.993 0.05
H -0.734 -1.841 1.642 0.05
H 1.619 -1.404 1.029 0.08
H 1.811 -1.627 2.688 0.11
H 2.690 0.391 2.181 0.02
C 2.658 0.273 -1.524 -0.12
O 3.625 -0.689 -1.773 -0.18
C 3.115 -1.966 -2.162 -0.19
C 4.291 -2.864 -2.569 -0.19
N 4.618 -2.452 -3.919 -0.07
C 5.680 -3.249 -4.476 -0.23
C 6.148 -2.748 -5.805 -0.24
O 6.717 -1.440 -5.734 -0.20
C 7.066 -0.879 -6.997 -0.10
H 1.835 0.215 -2.236 0.08
H 2.984 1.292 -1.731 0.09
H 2.215 0.188 -0.532 0.07
H 2.397 -1.888 -2.979 0.10
H 2.538 -2.409 -1.350 0.11
H 3.951 -3.887 -2.736 0.12
H 5.171 -2.861 -1.926 0.11
H 4.822 -1.464 -3.973 0.11
H 5.356 -4.289 -4.523 0.12
H 6.577 -3.267 -3.857 0.12
H 5.318 -2.810 -6.508 0.11
H 6.894 -3.381 -6.285 0.12
H 7.335 0.149 -6.752 0.09
H 6.176 -0.931 -7.624 0.08
H 7.880 -1.408 -7.493 0.08
C 2.219 -0.224 -8.266 -0.12
O 1.132 -0.457 -7.394 -0.20
C 1.503 -1.086 -6.133 -0.21
C 0.307 -1.032 -5.196 -0.21
N -0.791 -1.952 -5.592 -0.05
C -2.063 -1.682 -4.902 -0.18
C -2.040 -1.950 -3.370 -0.25
O -1.548 -0.904 -2.623 -0.19
C -1.717 -1.056 -1.230 -0.10
H 2.936 0.391 -7.723 0.08
H 1.890 0.214 -9.209 0.08
H 2.678 -1.158 -8.590 0.08
H 2.292 -0.528 -5.629 0.11
H 1.943 -2.082 -6.185 0.12
H 0.012 0.016 -5.236 0.12
H 0.682 -1.275 -4.202 0.09
H -0.889 -1.861 -6.593 0.10
H -2.817 -2.384 -5.260 0.11
H -2.440 -0.718 -5.241 0.12
H -1.436 -2.823 -3.121 0.12
H -3.066 -2.184 -3.087 0.11
H -1.128 -1.877 -0.819 0.09
H -2.752 -0.982 -0.898 0.07
H -1.304 -0.131 -0.827 0.08
C -3.919 -0.698 4.055 -0.07
O -4.551 -0.717 2.761 -0.22
C -3.935 0.184 1.853 -0.20
C -4.855 0.450 0.611 -0.20
N -6.059 1.163 0.874 -0.05
C -5.922 2.575 1.238 -0.18
C -5.164 3.420 0.179 -0.22
O -3.788 3.159 0.037 -0.22
C -3.257 3.779 -1.065 -0.12
H -4.289 -1.543 4.635 0.09
H -4.246 0.203 4.573 0.09
H -2.831 -0.731 4.002 0.06
H -3.008 -0.260 1.491 0.09
H -3.704 1.186 2.216 0.10
H -5.074 -0.545 0.223 0.11
H -4.216 0.946 -0.120 0.11
H -6.736 0.712 1.473 0.11
H -5.415 2.781 2.181 0.10
H -6.879 3.093 1.295 0.12
H -5.358 4.466 0.417 0.12
H -5.679 3.311 -0.775 0.12
H -3.461 4.846 -0.977 0.09
H -3.570 3.396 -2.036 0.10
H -2.179 3.630 -0.990 0.09
C 1.157 3.493 0.543 -0.06
O -0.001 4.207 1.055 -0.17
C -0.829 3.334 1.760 -0.26
C -1.916 4.142 2.465 -0.16
N -1.307 4.832 3.655 -0.05
C -2.311 5.749 4.148 -0.21
C -1.725 6.522 5.326 -0.24
O -0.601 7.296 4.980 -0.18
C 0.128 7.866 6.102 -0.09
H 0.778 2.767 -0.176 0.08
H 1.725 2.933 1.286 0.08
H 1.801 4.180 -0.005 0.09
H -0.344 2.580 2.380 0.10
H -1.431 2.753 1.062 0.10
H -2.645 3.449 2.886 0.11
H -2.333 4.828 1.727 0.12
H -0.511 5.317 3.267 0.12
H -3.236 5.320 4.534 0.13
H -2.591 6.514 3.424 0.12
H -1.461 5.878 6.164 0.12
H -2.503 7.202 5.672 0.12
H 0.386 7.266 6.975 0.08
H -0.438 8.676 6.562 0.08
H 1.098 8.187 5.722 0.08
C -2.845 -3.848 1.509 -0.06
C -4.072 -3.905 0.602 -0.40
C -4.513 -5.339 0.199 -0.21
O -3.534 -5.972 -0.598 -0.19
C -3.598 -5.740 -2.040 -0.07
N -5.158 -3.351 1.433 0.04
H -1.901 -4.217 1.109 0.08
H -3.045 -4.383 2.438 0.09
H -2.667 -2.805 1.770 0.05
H -3.875 -3.268 -0.260 0.11
H -5.518 -5.482 -0.198 0.12
H -4.675 -5.907 1.115 0.12
H -3.339 -4.719 -2.320 0.06
H -4.606 -5.849 -2.442 0.08
H -2.946 -6.408 -2.603 0.08
H -4.816 -2.510 1.877 0.02
H -6.005 -3.093 0.946 0.07
```

Its largest force on an atom is 0.05106 Eh/bohr. The calculated total energy is -2680.20717 Eh. Its SMILES is COC[C@H](C)N.COCCNCCOC.COCCNCCOC.COCCNCCOC.COCCNCCOC.CCO.CCO.CCO.CCO. The net charge is 0. For the LUMO energy, the calculation gives 0.6 eV. The HOMO-LUMO gap is 9.233 eV.

=====

Entry 3:
DFT (the ωB97M-V functional and the def2-TZVPD basis) results for a molecular structure, C27H30Br2N3OSSb2W.

```
67
Properties=species:S:1:pos:R:3:lowdin_charge:R:1
W -1.133 -0.107 0.196 0.97
C 0.701 -0.832 3.862 -0.26
Sb 1.120 -0.426 1.829 1.34
C 1.912 1.535 1.887 -0.24
C 2.783 -1.701 1.367 -0.26
C 3.877 -0.877 0.754 -0.32
C 4.910 -0.413 1.563 -0.04
C 5.903 0.411 1.052 -0.04
C 5.868 0.782 -0.284 -0.04
C 4.853 0.308 -1.102 -0.03
C 3.853 -0.523 -0.602 -0.29
C 2.823 -1.069 -1.547 -0.28
Sb 0.988 0.019 -1.710 1.35
C 1.650 1.990 -2.089 -0.25
C 0.306 -0.646 -3.601 -0.25
H -0.066 -0.159 4.239 0.01
H 1.626 -0.653 4.410 0.04
H 0.388 -1.865 3.995 0.03
H 3.001 1.481 1.880 0.02
H 1.572 2.013 2.805 0.03
H 1.577 2.124 1.035 0.00
H 2.436 -2.519 0.739 0.06
H 3.086 -2.126 2.324 0.08
H 4.951 -0.710 2.604 0.13
H 6.704 0.751 1.693 0.12
H 6.641 1.416 -0.695 0.12
H 4.862 0.561 -2.156 0.12
H 2.572 -2.113 -1.358 0.07
H 3.200 -1.024 -2.571 0.08
H 2.042 2.035 -3.105 0.04
H 2.448 2.231 -1.387 0.02
H 0.839 2.707 -1.984 0.01
H 1.150 -0.604 -4.289 0.04
H -0.480 0.009 -3.975 0.02
H -0.056 -1.671 -3.545 0.02
O -1.795 1.231 1.516 -0.34
N -2.274 0.897 2.744 -0.16
C -2.514 1.909 3.609 0.03
C -3.039 1.622 4.839 0.02
C -3.319 0.292 5.167 0.02
C -3.060 -0.713 4.261 -0.03
C -2.525 -0.399 3.013 -0.61
S -2.208 -1.561 1.763 0.73
H -2.265 2.894 3.243 0.16
H -3.232 2.430 5.531 0.14
H -3.738 0.050 6.135 0.14
H -3.268 -1.749 4.492 0.13
Br -4.325 3.330 -4.718 0.96
C -3.486 2.431 -3.335 -0.65
C -2.922 3.129 -2.267 -0.05
C -2.298 2.417 -1.270 -0.09
N -2.216 1.073 -1.281 -0.07
C -2.797 0.387 -2.295 -0.20
C -3.419 1.037 -3.342 -0.02
C -2.657 -1.087 -2.233 -0.21
C -3.304 -1.939 -3.107 -0.02
C -3.085 -3.313 -3.013 -0.65
Br -3.950 -4.478 -4.163 0.95
C -2.206 -3.786 -2.040 -0.05
C -1.603 -2.881 -1.198 -0.13
N -1.818 -1.554 -1.277 -0.15
H -2.965 4.207 -2.214 0.13
H -1.853 2.921 -0.421 0.12
H -3.854 0.489 -4.164 0.12
H -3.986 -1.560 -3.853 0.12
H -2.001 -4.841 -1.931 0.13
H -0.923 -3.219 -0.426 0.12
```

Its largest force on an atom is 0.01448 Eh/bohr. The calculated total energy is -7379.23456 Eh. The multiplicity is 3. The net charge is +3. For the LUMO energy (alpha / beta), the calculation gives -9.9 / -9.9 eV. The HOMO-LUMO gap (alpha / beta) is 6.019 / 6.108 eV.

=====

Entry 4:
DFT (the ωB97M-V functional and the def2-TZVPD basis) results for 9 unconnected molecules or ions with the total composition C36H62O23S4 in a non-equilibrium geometry.

```
125
Properties=species:S:1:pos:R:3:lowdin_charge:R:1
C -3.247 2.700 0.401 -0.03
C -4.643 2.326 0.327 -0.31
C -5.783 3.150 1.027 -0.11
O -6.765 3.271 0.119 0.11
C -6.330 2.919 -1.061 -0.47
O -7.090 3.011 -2.094 0.06
O -4.988 2.616 -1.035 0.03
H -2.989 3.912 0.000 0.16
H -2.580 2.008 -0.345 0.13
H -2.692 2.604 1.227 0.01
H -4.736 1.215 0.283 0.16
H -5.393 4.115 1.327 0.14
H -6.033 2.636 1.946 0.14
C 1.790 -0.486 -4.301 0.03
C 1.731 -1.368 -2.919 -0.23
C 1.087 -2.791 -3.104 -0.05
O 2.212 -3.580 -2.644 0.10
C 3.273 -2.904 -2.329 -0.61
O 4.406 -3.334 -2.164 0.11
O 3.048 -1.612 -2.414 0.06
H 2.501 0.350 -4.173 0.09
H 0.923 -0.082 -4.357 -0.04
H 1.993 -1.059 -5.250 0.11
H 1.284 -0.926 -2.018 0.13
H 1.041 -2.795 -4.138 0.09
H 0.030 -2.844 -2.694 0.13
C 5.608 -0.901 0.091 0.05
C 7.172 -1.302 -0.095 -0.29
C 7.490 -1.603 -1.510 -0.12
O 8.245 -0.596 -2.027 0.16
C 8.624 0.113 -1.048 -0.48
O 9.535 1.065 -1.125 0.03
O 7.976 -0.276 0.056 0.10
H 5.208 -0.483 1.014 0.08
H 4.979 -1.519 0.054 -0.08
H 5.259 -0.150 -0.698 0.13
H 7.342 -2.067 0.542 0.13
H 6.647 -1.880 -2.122 0.14
H 8.050 -2.483 -1.561 0.13
C 6.815 2.072 2.048 0.00
C 5.412 2.618 2.358 -0.31
C 5.258 4.069 2.296 -0.09
O 4.731 4.394 1.019 0.14
C 4.278 3.324 0.498 -0.69
O 3.765 3.205 -0.563 0.16
O 4.642 2.290 1.205 0.08
H 7.023 2.296 1.008 0.10
H 6.951 0.978 2.329 0.10
H 7.562 2.502 2.776 0.10
H 5.014 2.181 3.155 0.11
H 5.939 4.577 2.916 0.14
H 4.382 4.141 2.952 0.13
C -0.109 -5.612 2.201 0.01
C -0.484 -6.163 0.799 -0.20
C 0.033 -5.154 -0.333 -0.09
O 0.444 -6.053 -1.340 0.06
C 0.552 -7.316 -0.916 -0.63
O 0.884 -8.252 -1.493 0.21
O 0.246 -7.378 0.383 0.10
H -0.376 -6.490 2.713 0.08
H -0.564 -4.877 2.465 -0.06
H 0.981 -5.513 2.331 0.11
H -1.466 -6.207 0.791 0.08
H 0.831 -4.508 0.032 0.11
H -0.820 -4.428 -0.615 0.13
C -5.261 -3.049 0.354 -0.22
C -6.117 -2.723 1.578 -0.20
C -5.634 -3.807 2.584 -0.26
S -3.987 -3.657 2.459 0.58
O -3.396 -4.888 2.738 -0.28
O -3.467 -2.526 3.217 -0.29
C -3.831 -3.296 0.727 -0.24
H -5.126 -2.005 -0.083 0.13
H -5.517 -4.073 -0.256 0.18
H -7.240 -2.751 1.565 0.13
H -5.918 -1.722 1.855 0.09
H -6.114 -4.774 2.371 0.13
H -5.592 -3.742 3.664 0.11
H -3.351 -4.098 0.193 0.10
H -3.124 -2.609 0.519 0.05
C 0.977 6.757 1.041 -0.16
C -0.531 7.151 0.844 -0.21
C -1.453 6.031 1.368 -0.23
S -0.590 5.595 2.849 0.68
O -0.556 4.119 2.629 -0.38
O -1.156 6.092 4.078 -0.30
C 1.026 6.279 2.513 -0.20
H 1.647 7.442 0.584 0.11
H 1.067 5.946 0.393 0.09
H -0.656 7.469 -0.029 0.03
H -0.732 8.085 1.375 0.13
H -1.522 5.237 0.539 0.10
H -2.576 6.206 1.584 0.14
H 1.692 5.285 2.753 0.16
H 1.105 7.089 3.169 0.07
C -4.975 -0.804 -3.600 -0.17
C -4.575 0.544 -4.304 -0.14
C -3.168 0.925 -3.723 -0.23
S -2.542 -0.436 -2.933 0.61
O -2.725 -0.293 -1.489 -0.31
O -1.307 -0.824 -3.492 -0.28
C -3.642 -1.531 -3.689 -0.24
H -5.778 -1.174 -4.302 0.14
H -5.359 -0.779 -2.741 0.02
H -5.245 1.296 -4.053 0.07
H -4.525 0.533 -5.441 0.14
H -3.204 1.724 -2.920 0.12
H -2.326 1.015 -4.368 0.09
H -3.641 -2.522 -3.008 0.17
H -3.420 -1.745 -4.654 0.08
C -0.071 0.880 2.071 -0.20
C 1.288 0.768 1.471 -0.24
C 1.626 -0.670 1.351 -0.23
S 0.136 -1.607 1.316 0.68
O 0.185 -2.579 2.357 -0.27
O -0.057 -2.002 -0.060 -0.34
C -1.037 -0.250 1.569 -0.16
H -0.409 1.927 1.850 0.10
H 0.018 0.677 3.136 0.12
H 2.047 1.362 2.107 0.15
H 1.302 1.292 0.579 0.09
H 2.178 -0.902 2.262 0.11
H 2.310 -0.994 0.531 0.12
H -1.762 -0.702 2.134 0.05
H -1.491 0.150 0.693 0.06
```

Its largest force on an atom is 0.26070 Eh/bohr. The calculated total energy is -4731.67399 Eh. Its SMILES is C[C@H]1COC(=O)O1.C[C@H]1COC(=O)O1.C[C@H]1COC(=O)O1.C[C@H]1COC(=O)O1.C[C@H]1COC(=O)O1.O=S1(=O)CCCC1.O=S1(=O)CCCC1.O=S1(=O)CCCC1.O=S1(=O)CCCC1. The net charge is 0. For the LUMO energy, the calculation gives -0.1 eV. The HOMO-LUMO gap is 10.151 eV.